66
Properties=species:S:1:pos:R:3 method="wB97M-V/def2-TZVPD" e_lumo_ev="-3.88 / -8.41" s2=0.757 spin_multiplicity=2 gap_ev="8.9 / 4.4" homo_energy_ha="-0.469 / -0.469" energy_ev=-56669.053 total_charge=+1
S -17.6046 4.2267 5.6621
S -18.6382 2.2491 10.5887
O -11.6800 1.6252 8.3364
O -13.3088 2.1733 9.8636
O -18.8712 4.1759 4.8545
O -13.9207 1.4583 7.9258
O -17.6380 2.0606 9.4554
N -15.9296 -1.8787 10.8886
N -14.0132 4.9548 2.8214
N -7.9158 2.2989 11.4058
C -13.4481 3.1299 4.6380
C -12.4862 2.8119 13.2999
C -16.6413 -2.0490 7.3131
C -10.4273 2.8285 11.8119
C -18.7341 0.6401 11.5090
C -12.8620 1.7592 8.7077
C -13.7619 4.1603 3.6395
C -11.0701 2.2198 13.0532
C -15.2921 -1.4252 6.9648
C -14.7216 2.1386 9.8937
C -17.6645 3.1294 11.9745
C -15.1402 1.4859 8.6162
C -13.9415 1.7453 4.4540
C -9.0036 2.5468 11.5850
C -17.0511 5.9111 5.3161
C -15.4394 1.6087 4.5749
C -17.3011 -1.6327 8.5856
C -16.5154 -1.7883 9.8763
C -18.0870 4.4374 7.4266
H -13.5917 1.4448 3.4663
H -17.7426 0.2269 11.6944
H -16.5210 -3.1279 7.4115
H -15.7835 0.5858 4.4226
H -14.8216 -1.8994 6.1034
H -10.5302 2.3900 13.9847
H -16.7641 2.5296 12.1069
H -14.5488 -1.4074 7.7618
H -18.2743 -2.1120 8.6920
H -17.4842 -0.5671 8.4479
H -16.7015 5.9982 4.2874
H -15.0298 1.6214 10.8023
H -13.7922 3.4585 5.6187
H -15.9420 1.9991 8.0854
H -11.0067 2.5590 10.9288
H -19.2500 0.7446 12.4634
H -18.1895 3.0105 12.9224
H -10.5898 3.8945 11.9709
H -17.7209 6.7466 5.5193
H -12.3767 2.9709 4.7603
H -13.3713 1.0811 5.1035
H -13.2684 2.6986 12.5494
H -17.3580 -1.8820 6.5091
H -11.1124 1.1332 12.9789
H -18.8182 3.7589 7.8661
H -12.3248 3.8610 13.5477
H -17.4077 4.1714 11.7835
H -16.1737 6.1711 5.9083
H -15.4199 -0.4261 6.5482
H -17.2143 4.3647 8.0756
H -12.8341 2.2750 14.1824
H -19.2237 -0.1068 10.8840
H -18.4817 5.4516 7.3650
H -16.0284 2.1536 3.8371
H -15.4273 0.4394 8.7191
H -15.6598 1.9598 5.5830
H -15.2367 3.0969 9.9600

=====

17
Properties=species:S:1:pos:R:3 method="wB97M-V/def2-TZVPD" e_lumo_ev=0.12 e_above_lowest_ev=1.517 smiles=NC[C@@H](N)CSS gap_ev=8.8 homo_energy_ha=-0.318 energy_ev=-27922.428
S 0.6206 -3.4775 -0.9850
S 1.6511 -2.0496 0.2945
N -0.7669 2.2857 1.2934
N -1.1148 -0.4718 -0.5574
C -0.0389 0.2102 0.1412
C -0.0486 1.8088 0.0243
C 1.1814 -0.5465 -0.5540
H 1.0006 2.0540 0.2172
H 1.1620 -0.8958 -1.5790
H -0.3736 2.0848 -1.0389
H 2.1573 0.0469 -0.2710
H -1.1455 3.2286 1.0779
H -0.0663 0.0891 1.2288
H 0.1403 -4.0542 0.1291
H -2.0265 -0.4418 -0.1086
H -0.8545 -1.4247 -0.7304
H -1.4776 1.5538 1.4178

=====

14
Properties=species:S:1:pos:R:3 method="wB97M-V/def2-TZVPD" e_lumo_ev=0.01 e_above_lowest_ev=0.732 gap_ev=9.1 homo_energy_ha=-0.334 energy_ev=-12991.510
O 0.4418 -1.9542 0.4424
O 3.1024 0.7710 0.8946
O 3.2467 -0.8797 -0.8489
N -0.0671 0.2928 -0.1346
N -0.8146 -1.7394 0.3946
C -2.5365 -0.0218 -0.0288
C 1.0312 -0.2385 0.0042
C -1.1556 -0.5385 0.0824
B 2.5725 -0.1023 0.0146
H -3.2443 -0.8238 0.1484
H 4.2035 -0.8611 -0.8452
H -2.6996 0.7693 0.7018
H -2.6963 0.3875 -1.0246
H 4.0558 0.8387 0.9639

=====

48
Properties=species:S:1:pos:R:3 method="wB97M-V/def2-TZVPD" e_lumo_ev=-0.24 e_above_lowest_ev=0.059 smiles="O=C(COC(=O)c1cc(S(=O)(=O)N2CCOCC2)ccc1F)NCc1ccco1" gap_ev=8.4 homo_energy_ha=-0.319 energy_ev=-49838.934
S 4.3426 1.3351 0.1682
F -1.2072 2.8071 1.3991
O -6.3015 -0.7858 1.5494
O 4.6853 0.1264 0.8496
O -1.4845 0.2491 2.3641
O -2.3350 -3.3194 -0.1708
O -0.1855 -1.1141 1.1421
O 5.1782 2.4880 0.3004
O 3.5982 0.5041 -4.1257
N 4.2401 0.9818 -1.4509
N -3.1476 -1.4553 0.8200
C -7.1990 -1.3289 2.3871
C -2.2253 -2.4097 0.6202
C 2.6624 1.7939 0.6233
C 0.0621 2.4621 1.1706
C 0.9606 3.4605 0.8251
C 3.9848 2.0923 -2.3388
C -0.5245 0.0670 1.6564
C 0.4459 1.1218 1.2529
C -4.4267 -1.4630 0.1319
C -5.9475 -2.9811 1.6047
C 4.3317 1.6500 -3.7636
C 3.8689 -0.5709 -3.2565
C 2.2731 3.1198 0.5502
C 3.5083 -0.2109 -1.8120
C -7.0310 -2.6762 2.4638
C -0.9692 -2.2498 1.5012
C 1.7712 0.8002 0.9674
C -5.5416 -1.7941 1.0682
H -7.8952 -0.6643 2.8585
H 4.0661 2.4244 -4.4846
H 3.8086 -1.0006 -1.1246
H 2.9260 2.3938 -2.2985
H -4.6058 -0.4782 -0.3083
H -5.5275 -3.9454 1.4052
H 3.2645 -1.4082 -3.6076
H 5.4093 1.4414 -3.8224
H 4.9348 -0.8345 -3.3063
H -7.6016 -3.3656 3.0511
H -4.3540 -2.2193 -0.6536
H -1.2681 -2.1754 2.5526
H 2.4220 -0.0451 -1.7379
H -3.0038 -0.7575 1.5406
H 4.6171 2.9196 -2.0189
H -0.3232 -3.1143 1.3428
H 3.0090 3.8659 0.2957
H 0.6195 4.4825 0.7785
H 2.1148 -0.2190 1.0401

=====

13
Properties=species:S:1:pos:R:3 method="wB97M-V/def2-TZVPD" e_lumo_ev=1.21 e_above_lowest_ev=3.639 gap_ev=10.0 homo_energy_ha=-0.323 energy_ev=-6784.874
N -1.4044 0.3448 -0.5227
C 1.1071 0.0905 -0.2971
C -0.0337 1.0000 -0.7453
C 0.4364 -1.1840 0.1381
C 0.2217 0.8953 0.7078
C -0.7497 -0.3029 0.6150
H 2.1155 0.1197 -0.7337
H -1.9578 -0.3140 -1.0935
H 0.2907 1.9040 -1.2829
H 0.9531 -1.6117 1.0019
H -1.3848 -0.6990 1.4057
H 0.2631 -1.9515 -0.6248
H 0.1427 1.7089 1.4314

=====

15
Properties=species:S:1:pos:R:3 method="wB97M-V/def2-TZVPD" e_lumo_ev=-4.80 e_above_lowest_ev=2.726 smiles="C=C/C=[NH+]/CN" gap_ev=9.9 homo_energy_ha=-0.542 energy_ev=-7265.416 total_charge=+1
N 0.1987 -0.6564 -0.0019
N 1.9711 0.7298 0.0071
C -1.9153 0.7704 0.1019
C -2.8011 -0.2306 0.0601
C 1.7434 -0.5917 0.0893
C -0.5010 0.4264 -0.0611
H -2.5525 -1.2650 -0.2949
H 0.2724 1.1603 0.0343
H 2.3727 1.2097 -0.7805
H -3.8351 -0.0361 0.1124
H 1.8964 -0.9739 1.1067
H 2.3762 1.1788 0.8111
H 2.0000 -1.0518 -0.8532
H -2.3116 1.7375 0.1626
H -0.3514 -1.4916 -0.0610